(A)
H24O12 | ωB97M-V/def2-TZVPD

For the molar mass, the calculation gives 216.18 g mol⁻¹. As for the SMILES: O.O.O.O.O.O.O.O.O.O.O.O. The spin multiplicity is 1. The value obtained for the LUMO energy is -0.145 eV. Its gap between HOMO and LUMO is 10.573 eV. Its HOMO energy is -10.72 eV. The total charge is 0.

Each line ends with the Mulliken charge.
Geometry (Å):
O 0.70 -3.68 1.50  -0.5923
H 0.49 -2.82 1.82  0.3268
H 0.71 -4.29 2.23  0.2873
O 0.87 3.38 1.82  -0.6979
H 1.52 4.08 1.35  0.3774
H 0.66 2.80 1.09  0.3996
O -0.99 -1.61 2.66  -0.6746
H -1.67 -2.14 2.18  0.3338
H -0.51 -1.25 1.90  0.2876
O -1.84 1.66 0.91  -0.5514
H -2.21 1.19 1.65  0.2919
H -2.20 2.53 0.79  0.2499
O 2.63 1.46 1.79  -0.5471
H 2.61 2.17 2.43  0.3059
H 2.78 0.63 2.29  0.2603
O 1.84 -1.94 -3.84  -0.6407
H 1.59 -1.15 -3.33  0.3298
H 1.41 -2.74 -3.56  0.3102
O 2.21 4.02 -0.26  -0.7016
H 2.64 3.47 0.41  0.3701
H 2.43 3.61 -1.11  0.2947
O -1.13 -2.27 -0.63  -0.4953
H -0.38 -1.99 -1.16  0.2086
H -1.78 -2.14 -1.37  0.3184
O -0.13 0.46 -0.88  -0.3739
H -0.55 1.10 -0.23  0.2081
H -0.48 0.82 -1.70  0.2412
O 2.63 0.79 -1.23  -0.5865
H 1.90 0.24 -0.93  0.3340
H 2.61 1.74 -1.13  0.1807
O -2.73 -1.82 -2.92  -0.6080
H -3.49 -1.49 -3.41  0.2820
H -2.62 -2.58 -3.49  0.2939
O -3.83 -0.45 1.24  -0.6177
H -4.02 -0.61 0.31  0.3020
H -3.14 -1.06 1.48  0.2928


(B)
H24O12 | ωB97M-V/def2-TZVPD

For the molar mass, the calculation gives 216.18 g mol⁻¹. As for the SMILES: O.O.O.O.O.O.O.O.O.O.O.O. The spin multiplicity is 1. The value obtained for the LUMO energy is -0.304 eV. Its gap between HOMO and LUMO is 10.186 eV. Its HOMO energy is -10.49 eV. The total charge is 0.

Each line ends with the Mulliken charge.
Geometry (Å):
H -1.25 1.38 -0.98  0.2725
H 0.10 1.23 -0.18  0.3322
H 0.94 0.39 3.06  0.1973
H -0.15 -0.57 3.70  0.2932
H -1.29 0.67 -5.12  0.3002
H -2.48 1.58 -4.83  0.2757
H -0.12 3.98 3.38  0.3453
H 1.44 4.26 3.42  0.3359
H -4.05 -0.69 -1.17  0.3364
H -3.69 -1.16 -2.62  0.2798
H 1.36 3.40 1.80  0.3359
H 0.66 2.14 1.34  0.2892
H 1.15 -0.92 -3.17  0.2792
H 2.43 -0.23 -3.04  0.3252
H 3.09 -1.54 0.61  0.3125
H 4.28 -2.67 0.90  0.2831
H 0.62 -2.02 -0.45  0.2253
H 0.73 -2.29 1.00  0.2457
H -1.87 -1.56 1.35  0.3124
H -3.22 -1.21 2.12  0.2966
H 2.45 -0.16 2.86  0.3166
H 2.17 0.30 4.25  0.3456
H -1.98 -1.87 -3.51  0.2679
H -0.95 -0.74 -3.74  0.2951
O -0.87 1.09 -0.14  -0.5634
O 0.34 -0.40 2.91  -0.5109
O -1.86 0.91 -4.44  -0.5705
O 0.77 3.58 3.42  -0.7134
O -4.37 -0.94 -2.08  -0.6185
O 1.13 2.94 1.08  -0.6259
O 1.89 -0.71 -3.68  -0.5964
O 3.32 -2.48 0.60  -0.5910
O 1.28 -2.15 0.27  -0.4971
O -2.83 -1.76 1.49  -0.6267
O 2.43 -0.51 3.82  -0.6157
O -1.61 -1.26 -4.22  -0.5693


(C)
H24O12 | ωB97M-V/def2-TZVPD

For the molar mass, the calculation gives 216.18 g mol⁻¹. As for the SMILES: O.O.O.O.O.O.O.O.O.O.O.O. The spin multiplicity is 1. The value obtained for the LUMO energy is -0.354 eV. Its gap between HOMO and LUMO is 7.824 eV. Its HOMO energy is -8.18 eV. The total charge is 0.

Each line ends with the Mulliken charge.
Geometry (Å):
H 0.30 0.09 0.53  0.2753
H -1.13 -0.07 1.25  0.3695
H 0.49 2.96 -2.70  0.3151
H 1.52 3.06 -1.56  0.3391
H -1.14 4.01 -0.01  0.2839
H -0.46 5.20 -0.73  0.3490
H 1.90 1.52 -0.92  0.2471
H 0.38 1.64 -1.12  0.2594
H -4.76 0.81 2.60  0.2785
H -4.73 1.73 1.49  0.3059
H 2.65 -3.05 1.96  0.2932
H 4.00 -2.82 2.36  0.2580
H 1.01 -3.10 -2.06  0.2559
H 1.24 -3.43 -3.49  0.3027
H -1.26 -2.55 1.86  0.2886
H -2.40 -2.76 0.89  0.2541
H 0.82 -1.10 -1.02  0.2607
H 2.15 -0.40 -1.25  0.2983
H -2.03 -0.24 -1.66  0.2673
H -2.68 0.99 -0.93  0.2631
H -0.92 1.16 2.81  0.2880
H -0.78 2.36 1.64  0.2577
H 1.74 -2.96 0.53  0.2625
H 2.93 -2.96 -0.36  0.2955
O -0.20 -0.39 1.15  -0.5239
O 1.04 3.57 -2.24  -0.5834
O -0.92 4.92 0.11  -0.6245
O 1.16 1.08 -1.25  -0.6518
O -4.31 0.90 1.79  -0.5693
O 3.18 -2.32 2.12  -0.4898
O 1.59 -3.57 -2.57  -0.5834
O -1.48 -2.36 0.94  -0.5421
O 1.57 -1.13 -1.62  -0.6284
O -2.49 0.06 -0.92  -0.5518
O -0.37 1.56 2.13  -0.5625
O 2.44 -2.40 0.26  -0.5575


(D)
H24O12 | ωB97M-V/def2-TZVPD

For the molar mass, the calculation gives 216.18 g mol⁻¹. As for the SMILES: O.O.O.O.O.O.O.O.O.O.O.O. The spin multiplicity is 1. The value obtained for the LUMO energy is 0.101 eV. Its gap between HOMO and LUMO is 10.881 eV. Its HOMO energy is -10.78 eV. The total charge is 0.

Each line ends with the Mulliken charge.
Geometry (Å):
O 6.21 6.19 9.26  -0.5970
H 5.66 6.81 8.72  0.2744
H 5.77 5.37 9.07  0.3454
O 3.71 5.38 6.26  -0.7071
H 3.33 5.23 5.39  0.2865
H 4.31 6.18 6.23  0.4473
O 6.95 11.16 6.77  -0.5960
H 7.56 10.48 7.04  0.3142
H 6.42 11.32 7.58  0.2629
O 5.77 11.03 4.29  -0.6373
H 6.36 11.40 4.96  0.3334
H 5.12 10.62 4.84  0.3068
O 9.53 10.91 4.56  -0.6642
H 9.80 10.90 5.48  0.3180
H 8.67 11.32 4.54  0.3089
O 7.36 5.22 6.61  -0.5976
H 6.93 4.41 6.94  0.3236
H 7.98 5.01 5.85  0.3177
O 7.43 8.44 4.18  -0.5998
H 8.16 9.06 4.26  0.3167
H 6.80 9.00 3.65  0.2907
O 9.24 5.72 9.04  -0.6671
H 8.79 5.58 8.18  0.3253
H 8.48 5.43 9.60  0.3227
O 8.68 8.44 7.05  -0.6070
H 8.13 7.97 6.38  0.3116
H 8.64 7.84 7.78  0.3404
O 5.42 3.92 7.94  -0.7112
H 4.83 4.22 7.23  0.4093
H 5.15 3.04 8.33  0.2721
O 5.81 7.34 6.19  -0.7478
H 6.36 6.53 6.30  0.4375
H 5.89 7.67 5.29  0.3151
O 9.16 5.74 4.63  -0.7502
H 8.74 6.51 4.12  0.3538
H 9.74 6.16 5.29  0.3482


Which one sits at the top of the stability order? (D) does.


(A)
C2H4N2S3 | ωB97M-V/def2-TZVPD

For the molar mass, the calculation gives 152.27 g mol⁻¹. As for the SMILES: S=C(S)N/C=N\S. The spin multiplicity is 1. The value obtained for the LUMO energy is -0.497 eV. Its gap between HOMO and LUMO is 8.098 eV. Its HOMO energy is -8.60 eV. The total charge is 0.

Each line ends with the Mulliken charge.
Geometry (Å):
C 1.27 -0.08 0.01  -0.0565
C -0.99 0.85 0.08  0.0207
N 0.43 0.95 0.18  -0.1776
N -1.77 -0.01 -0.35  -0.3772
S 2.60 -0.11 -1.02  -0.2489
S 0.94 -1.48 1.06  -0.0475
S -1.68 -1.52 -0.93  -0.0401
H 0.02 -0.85 1.75  0.1727
H -1.35 1.88 0.33  0.3259
H 0.94 1.85 0.22  0.2740
H -0.41 -1.47 -1.35  0.1545


(B)
C2H4N2S3 | ωB97M-V/def2-TZVPD

For the molar mass, the calculation gives 152.27 g mol⁻¹. The spin multiplicity is 1. The value obtained for the LUMO energy is 0.421 eV. Its gap between HOMO and LUMO is 9.074 eV. Its HOMO energy is -8.65 eV. The total charge is 0.

Each line ends with the Mulliken charge.
Geometry (Å):
C 0.98 1.93 -0.40  -0.1565
C 0.70 -0.50 0.57  -0.2405
N -0.17 1.93 0.14  -0.3147
N -0.73 0.89 0.64  -0.0633
S 1.89 0.37 -0.31  -0.1354
S 0.14 -2.00 -0.23  -0.0633
S -2.04 0.28 -0.38  -0.1006
H 1.57 2.75 -0.53  0.4436
H 0.94 -0.60 1.68  0.3274
H -0.10 -2.39 0.99  0.1479
H -1.44 0.21 -1.65  0.1554


Which one sits at the top of the stability order? (A) does.


(A)
C2H4N2S3 | ωB97M-V/def2-TZVPD

For the molar mass, the calculation gives 152.27 g mol⁻¹. As for the SMILES: S=CNS/C=N/S. The spin multiplicity is 1. The value obtained for the LUMO energy is 0.098 eV. Its gap between HOMO and LUMO is 8.904 eV. Its HOMO energy is -8.81 eV. The total charge is 0.

Each line ends with the Mulliken charge.
Geometry (Å):
C 1.48 0.96 0.10  0.0027
C -2.09 0.01 0.45  0.0053
H 2.36 -2.40 0.12  0.1743
H 2.33 1.69 0.11  0.3026
H -1.39 0.54 -1.35  0.2422
H -2.07 0.27 1.60  0.2681
N 1.45 -0.36 0.23  -0.2949
N -1.20 0.76 -0.41  -0.2375
S 2.95 -1.14 -0.07  -0.1429
S -0.07 1.94 -0.01  -0.0259
S -2.85 -1.34 -0.07  -0.2940


(B)
C2H4N2S3 | ωB97M-V/def2-TZVPD

For the molar mass, the calculation gives 152.27 g mol⁻¹. As for the SMILES: S=CN(S)/C=N/S. The spin multiplicity is 1. The value obtained for the LUMO energy is 0.142 eV. Its gap between HOMO and LUMO is 8.646 eV. Its HOMO energy is -8.50 eV. The total charge is 0.

Each line ends with the Mulliken charge.
Geometry (Å):
C 0.41 -0.56 -0.51  -0.0409
C -1.28 1.16 -0.19  0.0372
H 3.51 0.13 1.20  0.1916
H 0.62 -1.16 -1.57  0.2869
H -1.85 -1.39 1.39  0.1786
H -2.34 1.12 -0.34  0.3317
N 1.39 -0.14 0.39  -0.2844
N -0.93 -0.10 -0.19  -0.0631
S 3.09 -0.26 -0.15  -0.1424
S -2.17 -1.24 0.00  -0.1382
S -0.45 2.44 -0.03  -0.3570


Which one sits at the top of the stability order? (A) does.